1.
Formula: C4H8O3
Source: the OMol25 dataset
Level of theory: ωB97M-V with the def2-TZVPD basis set

XYZ file:
```
15
Properties=species:S:1:pos:R:3:mulliken_charge:R:1
C -0.715 2.466 0.652 -0.637
O -0.852 1.042 0.579 -0.315
C 0.200 0.396 0.067 0.648
O 1.205 0.947 -0.321 -0.576
C 0.029 -1.123 0.060 0.188
C 0.286 -1.674 -1.336 -1.204
O 0.937 -1.670 0.997 -0.558
H 0.236 2.737 1.116 0.299
H -1.554 2.818 1.253 0.230
H -0.757 2.899 -0.352 0.283
H -0.972 -1.381 0.417 0.294
H -0.453 -1.316 -2.062 0.350
H 0.253 -2.767 -1.302 0.334
H 1.279 -1.355 -1.673 0.294
H 1.823 -1.472 0.663 0.370
```

The SMILES is COC(=O)[C@@H](C)O. The calculation puts the lowest unoccupied orbital energy at 0.89 eV. As for the gap between HOMO and LUMO: 11.201 eV. As for the HOMO energy: -0.3790 Eh. As for the energy above the lowest of the compared OMol25 structures with the same formula, charge and spin: 19.5 kcal/mol.

---

2.
Formula: C4H4FeO3
Source: the OMol25 dataset
Level of theory: ωB97M-V with the def2-TZVPD basis set

XYZ file:
```
12
Properties=species:S:1:pos:R:3:mulliken_spin:R:1
O 2.437 -0.185 -1.267 0.115
C 1.775 0.343 -0.318 0.040
O 0.585 -0.445 -0.167 -0.086
O 1.960 1.327 0.346 0.020
Fe 1.300 -1.740 -1.457 4.433
C -0.840 0.426 0.336 0.088
C -1.791 0.599 -0.593 -0.002
C -0.390 -0.425 1.369 0.346
H -1.520 0.593 -1.653 0.010
H -2.823 0.805 -0.305 0.007
H 0.366 -0.053 2.063 0.013
H -1.058 -1.244 1.644 0.016
```

The calculation puts the lowest unoccupied orbital energy (alpha / beta) at -6.65 / -5.98 eV. Its multiplicity is 6. Its net charge is +1. As for the gap between HOMO and LUMO (alpha / beta): 4.761 / 9.314 eV. As for the HOMO energy (alpha / beta): -0.4192 / -0.5619 Eh. As for the energy above the lowest of the compared OMol25 structures with the same formula, charge and spin: 9.5 kcal/mol.

---

3.
Formula: C14H28AlBCl9F5LiN4O16P2V
Source: the OMol25 dataset
Level of theory: ωB97M-V with the def2-TZVPD basis set

XYZ file:
```
82
Properties=species:S:1:pos:R:3:mulliken_charge:R:1
C 1.485 0.414 -0.154 -1.768
C 0.037 0.606 -0.493 1.354
F -0.125 1.018 -1.821 -0.414
C -0.695 1.601 0.430 -1.878
N -1.503 2.549 -0.318 0.519
C -2.787 2.349 -0.453 -0.110
N -3.504 3.293 -1.196 -0.535
N -3.404 1.242 0.079 -0.202
P -3.714 -0.068 -1.063 0.471
N -5.151 0.166 -1.500 -0.545
P -0.773 3.945 -1.158 -0.059
C -1.553 5.415 -0.395 -1.037
C 0.900 4.029 -0.488 -0.736
H 2.044 0.090 -1.020 0.411
H 1.557 -0.364 0.597 0.352
H 1.943 1.309 0.257 0.408
H -0.443 -0.363 -0.402 0.055
H -1.340 1.002 1.047 1.008
H 0.025 2.109 1.052 0.389
H -4.288 2.817 -1.643 0.345
H -3.927 3.994 -0.602 0.246
H -4.340 1.511 0.355 0.523
H -2.726 0.213 -2.005 0.071
H -3.362 -1.275 -0.465 0.068
H -5.816 -0.592 -1.392 0.237
H -2.205 5.164 0.429 0.307
H -0.779 6.093 -0.063 0.396
H -2.114 5.892 -1.186 0.311
H 1.188 5.049 -0.714 0.058
H 1.567 3.346 -0.987 0.444
H 0.964 3.925 0.589 0.435
C 4.195 6.881 -0.045 0.324
Cl 4.194 5.128 0.042 -0.083
Cl 2.773 7.456 -0.937 -0.168
Cl 4.286 7.635 1.535 -0.108
H 5.063 7.159 -0.626 -0.010
O 0.999 -2.254 0.119 -0.560
H 1.306 -2.459 -0.791 0.074
C 5.915 8.332 -4.059 0.051
Cl 6.722 9.829 -3.675 -0.072
Cl 6.174 7.092 -2.869 -0.063
Cl 4.126 8.605 -4.223 -0.202
H 6.274 7.973 -5.013 0.362
Li 3.271 9.831 -6.303 0.937
B -0.695 -3.616 4.148 1.821
O -1.643 -4.152 5.147 -0.602
C -0.975 -4.773 6.096 0.608
O -1.422 -5.276 7.087 -0.672
C 0.539 -4.647 5.759 0.486
O 1.432 -5.014 6.475 -0.694
O 0.656 -3.952 4.656 -0.614
O -0.946 -4.146 2.805 -0.619
C -1.196 -3.151 1.974 0.817
O -1.453 -3.251 0.817 -0.568
C -1.076 -1.829 2.761 0.251
O -1.206 -0.761 2.244 -0.588
O -0.791 -2.124 4.016 -0.663
O 0.264 -2.653 7.887 -0.383
H -0.415 -1.994 8.110 0.434
H 0.226 -3.477 8.423 0.457
H 1.165 -2.287 7.819 0.431
Cl 2.784 -3.730 -2.421 -0.134
C 1.324 -4.641 -1.960 -0.671
C 1.214 -4.762 -0.460 0.303
Cl 2.511 -5.782 0.180 -0.178
H 1.377 -5.616 -2.438 0.411
H 0.463 -4.104 -2.351 0.355
H 0.261 -5.204 -0.162 0.253
H 1.303 -3.733 0.056 -0.023
O 5.069 -3.874 -5.216 -0.661
Cl 5.102 -5.317 -5.123 1.664
O 5.944 -5.855 -6.157 -0.674
O 3.757 -5.834 -5.259 -0.651
O 5.616 -5.695 -3.822 -0.658
O 0.085 -8.939 1.743 -0.754
V 0.043 -7.630 2.730 1.830
O -0.125 -6.820 4.167 -0.916
F -8.287 0.961 -3.110 -0.396
Al -8.340 -0.620 -3.655 0.537
F -7.572 -0.721 -5.125 -0.380
F -9.925 -1.097 -3.787 -0.363
F -7.528 -1.572 -2.527 -0.401
```

The calculation puts the lowest unoccupied orbital energy at -4.58 eV. As for the gap between HOMO and LUMO: 2.128 eV. As for the HOMO energy: -0.2466 Eh.

---

4.
Formula: C17H49N8O3P2
Source: the OMol25 dataset
Level of theory: ωB97M-V with the def2-TZVPD basis set

XYZ file:
```
79
Properties=species:S:1:pos:R:3:mulliken_charge:R:1
C -6.314 -4.967 -1.665 -0.721
C -7.632 -5.038 -2.473 -0.534
N -7.615 -4.395 -3.783 -0.148
N -8.476 -3.248 -3.915 -1.057
C -7.937 -2.167 -3.130 -0.342
C -6.626 -1.539 -3.694 -0.688
C -5.755 -0.761 -2.699 -0.090
O -6.491 -0.210 -1.594 -0.597
H -6.539 -4.835 -0.602 0.282
H -5.705 -4.123 -1.993 0.067
H -5.734 -5.892 -1.723 0.345
H -8.444 -4.624 -1.874 0.301
H -7.867 -6.106 -2.610 0.301
H -6.647 -4.203 -4.050 0.207
H -7.771 -2.406 -2.054 0.230
H -8.699 -1.375 -3.138 0.345
H -6.019 -2.291 -4.203 0.212
H -6.946 -0.818 -4.456 0.279
H -5.233 0.077 -3.182 0.169
H -5.006 -1.413 -2.249 0.131
H -7.191 0.338 -1.955 0.311
O -2.030 -1.245 -1.189 -0.763
P -0.926 -0.232 -1.203 0.840
N -1.708 1.012 -2.079 0.400
C -1.354 1.655 -3.318 -1.021
C -2.622 1.791 -1.266 -1.265
N 0.172 -1.304 -2.141 0.143
C 0.132 -1.324 -3.592 -1.100
C 0.162 -2.668 -1.623 -1.174
N 0.476 0.752 -0.776 0.049
C 1.486 1.008 -1.778 -0.846
C 1.096 0.416 0.506 -1.269
H -0.752 2.569 -3.179 0.320
H -2.272 1.943 -3.839 0.332
H -0.821 0.990 -3.990 0.229
H -2.112 2.604 -0.724 0.241
H -3.126 1.153 -0.537 0.386
H -3.402 2.226 -1.893 0.387
H -0.881 -1.457 -3.999 0.255
H 0.746 -2.154 -3.951 0.391
H 0.571 -0.422 -4.020 0.319
H -0.697 -3.253 -1.969 0.330
H 0.138 -2.671 -0.532 0.371
H 1.082 -3.171 -1.936 0.351
H 2.109 0.133 -1.987 0.340
H 2.116 1.811 -1.386 0.335
H 1.058 1.365 -2.710 0.193
H 1.657 -0.532 0.462 0.385
H 0.330 0.319 1.281 0.345
H 1.780 1.206 0.823 0.490
O 3.779 2.304 2.144 -0.639
P 4.754 2.273 3.246 0.098
N 6.291 2.482 2.578 0.273
C 7.559 1.832 2.826 -0.794
C 6.445 3.787 1.954 -1.149
N 4.585 0.681 3.936 0.283
C 5.503 -0.412 3.657 -1.196
C 3.205 0.215 3.795 -1.203
N 4.855 3.164 4.668 0.219
C 5.573 2.579 5.783 -0.834
C 3.606 3.805 5.093 -0.939
H 8.167 2.352 3.581 0.313
H 8.137 1.817 1.897 0.342
H 7.449 0.803 3.125 0.129
H 6.735 4.562 2.677 0.300
H 5.514 4.094 1.478 0.273
H 7.205 3.736 1.173 0.393
H 5.681 -0.571 2.585 0.375
H 5.082 -1.333 4.064 0.379
H 6.455 -0.275 4.164 0.371
H 3.005 -0.196 2.799 0.391
H 2.499 1.028 3.960 0.305
H 3.003 -0.553 4.544 0.429
H 5.016 1.770 6.263 0.318
H 5.750 3.372 6.514 0.375
H 6.549 2.202 5.479 0.208
H 2.883 3.086 5.499 0.320
H 3.140 4.316 4.250 0.299
H 3.813 4.555 5.858 0.366
```

The calculation puts the lowest unoccupied orbital energy at 1.60 eV. Its net charge is -1. As for the gap between HOMO and LUMO: 2.824 eV. As for the HOMO energy: -0.0449 Eh.

---

Number 1: strongest force on any atom 0.50 eV Å⁻¹. Number 2: strongest force on any atom 3.86 eV Å⁻¹. Number 3: strongest force on any atom 3.07 eV Å⁻¹. Number 4: strongest force on any atom 7.54 eV Å⁻¹.